No. 1
Molecular formula: CH2S2
Method: DFT, ωB97M-V/def2-TZVPD

Summary:
relative energy (zero: lowest compared OMol25 entry of this formula, charge and spin): 67.1 kcal per mole
E_LUMO (spin up / spin down): -1.6 / -1.2 eV
calculated total energy: -22736.2254 eV
Kohn-Sham gap (spin up / spin down): 6.971 / 7.929 eV

Last column: Löwdin charge in e.
CARTESIAN COORDINATES (ANGSTROEM)
C  0.478  -0.790  -0.410  -0.679
S  1.915  -0.438  -0.017  0.719
S  -1.346  1.178  -0.102  0.281
H  0.118  -1.780  -0.537  -0.028
H  -1.164  1.830  1.066  -0.293


No. 2
Molecular formula: CH2S2
Method: DFT, ωB97M-V/def2-TZVPD

Summary:
relative energy (zero: lowest compared OMol25 entry of this formula, charge and spin): 41.9 kcal per mole
E_LUMO: -0.1 eV
calculated total energy: -22737.3194 eV
Kohn-Sham gap: 9.754 eV

Last column: Löwdin charge in e.
CARTESIAN COORDINATES (ANGSTROEM)
C  3.351  0.478  -0.425  -0.595
S  3.009  -1.001  -0.253  0.601
S  -1.552  0.454  0.016  0.379
H  -2.918  0.868  0.211  -0.160
H  -1.890  -0.799  0.452  -0.224


No. 3
Molecular formula: CH2S3
Method: DFT, ωB97M-V/def2-TZVPD

Summary:
relative energy (zero: lowest compared OMol25 entry of this formula, charge and spin): 5.6 kcal per mole
E_LUMO: -0.1 eV
calculated total energy: -33574.5921 eV
Kohn-Sham gap: 9.260 eV

Last column: Löwdin charge in e.
CARTESIAN COORDINATES (ANGSTROEM)
C  -1.498  -0.677  0.108  -1.462
S  -1.478  -2.101  -0.492  0.727
S  -1.566  0.801  0.601  0.680
S  1.552  0.175  -0.496  0.430
H  1.879  0.387  0.877  -0.132
H  1.111  1.415  -0.597  -0.243


No. 4
Molecular formula: CH2S3
Method: DFT, ωB97M-V/def2-TZVPD

Summary:
relative energy (zero: lowest compared OMol25 entry of this formula, charge and spin): 56.3 kcal per mole
E_LUMO: 0.0 eV
calculated total energy: -33572.3945 eV
Kohn-Sham gap: 9.350 eV

Last column: Löwdin charge in e.
CARTESIAN COORDINATES (ANGSTROEM)
C  4.056  0.150  1.182  -0.590
S  0.522  1.500  0.264  0.149
S  3.732  -0.049  -0.284  0.595
S  -0.352  -0.325  0.336  0.134
H  -0.246  2.097  -0.668  -0.194
H  0.024  -0.799  -1.052  -0.094


No. 5
Molecular formula: CH2S4
Method: DFT, ωB97M-V/def2-TZVPD

Summary:
relative energy (zero: lowest compared OMol25 entry of this formula, charge and spin): 50.7 kcal per mole
E_LUMO (spin up / spin down): -1.7 / -0.8 eV
calculated total energy: -44407.3154 eV
Kohn-Sham gap (spin up / spin down): 5.896 / 7.771 eV

Last column: Löwdin charge in e.
CARTESIAN COORDINATES (ANGSTROEM)
C  -1.440  0.248  0.711  -1.201
S  -0.728  1.647  0.938  0.587
S  -1.246  -1.108  -0.142  0.655
S  2.007  0.947  -0.198  0.147
S  2.154  -0.994  0.012  0.010
H  -2.543  -1.761  0.204  -0.034
H  1.796  1.021  -1.525  -0.163


No. 6
Molecular formula: CH2S4
Method: DFT, ωB97M-V/def2-TZVPD

Summary:
relative energy (zero: lowest compared OMol25 entry of this formula, charge and spin): 49.2 kcal per mole
E_LUMO (spin up / spin down): -1.2 / -0.9 eV
calculated total energy: -44407.3822 eV
Kohn-Sham gap (spin up / spin down): 6.440 / 7.156 eV

Last column: Löwdin charge in e.
CARTESIAN COORDINATES (ANGSTROEM)
C  -0.122  0.484  0.636  -1.186
S  -1.000  -0.673  0.051  0.626
S  0.636  1.449  1.794  0.740
S  -1.164  0.176  -2.587  0.140
S  -0.162  1.865  -2.246  -0.025
H  0.320  0.783  2.963  -0.101
H  -0.020  -0.211  -3.135  -0.195


No. 7
Molecular formula: CH30CdO18
Method: DFT, ωB97M-V/def2-TZVPD

Summary:
relative energy (zero: lowest compared OMol25 entry of this formula, charge and spin): 43.6 kcal per mole
E_LUMO: -2.3 eV
calculated total energy: -42942.4177 eV
Kohn-Sham gap: 7.347 eV

Last column: Löwdin charge in e.
CARTESIAN COORDINATES (ANGSTROEM)
Cd  2.653  -0.752  -0.872  1.535
C  0.433  -0.104  -0.029  -0.772
O  1.526  -0.246  0.912  -0.290
O  -0.656  0.278  0.392  -0.016
O  0.642  -0.490  -1.185  -0.176
O  0.256  1.902  -2.017  -0.095
H  -0.721  1.955  -2.034  0.001
H  0.420  1.007  -1.567  -0.010
O  -0.958  2.963  0.451  -0.024
H  -0.948  3.162  1.361  0.013
H  -0.968  2.015  0.331  -0.025
O  0.010  -0.390  2.915  -0.041
H  -0.815  0.008  2.702  -0.041
H  0.325  -0.268  2.046  -0.068
O  0.095  -0.748  -3.745  -0.073
H  0.164  -0.832  -2.775  -0.035
H  1.068  -0.807  -3.888  0.036
O  -2.423  1.708  -2.176  -0.043
H  -3.079  2.275  -2.527  0.043
H  -2.743  1.589  -1.243  0.007
O  1.995  -2.758  -2.178  -0.079
H  1.229  -3.305  -1.946  0.028
H  2.751  -3.297  -2.098  0.022
O  -3.548  1.362  0.228  -0.055
H  -2.781  1.533  0.810  0.001
H  -3.820  2.297  0.077  0.083
O  -1.919  -2.063  1.360  -0.036
H  -1.437  -1.351  0.922  -0.019
H  -2.188  -1.612  2.159  0.029
O  -2.140  1.224  2.579  -0.004
H  -2.899  1.155  3.085  0.047
H  -1.660  1.886  3.093  0.095
O  -0.563  -3.313  -1.445  -0.071
H  -0.099  -3.291  -0.587  0.037
H  -1.134  -2.500  -1.379  0.009
O  2.887  -0.669  3.478  -0.064
H  2.537  -0.522  2.598  -0.033
H  2.961  0.238  3.809  0.045
O  1.744  2.226  1.722  -0.062
H  1.179  2.848  1.254  0.012
H  1.580  1.342  1.385  -0.052
O  2.844  1.541  -1.194  -0.048
H  2.222  1.995  -1.691  -0.005
H  3.740  1.879  -1.437  0.102
O  2.797  -2.716  0.488  -0.063
H  1.955  -2.898  0.909  0.072
H  3.423  -2.902  1.160  0.054
O  -2.155  -1.173  -1.257  -0.032
H  -2.261  -0.751  -2.141  0.090
H  -1.521  -0.626  -0.815  -0.029


No. 8
Molecular formula: CH30N3O12
Method: DFT, ωB97M-V/def2-TZVPD

Summary:
relative energy (zero: lowest compared OMol25 entry of this formula, charge and spin): 31.6 kcal per mole
E_LUMO: -2.5 eV
calculated total energy: -30559.0345 eV
Kohn-Sham gap: 10.875 eV
net charge: +1

Last column: Löwdin charge in e.
CARTESIAN COORDINATES (ANGSTROEM)
N  -1.644  -1.142  1.263  0.195
C  -0.467  -0.822  0.693  -0.407
N  0.296  0.100  1.388  0.155
N  -0.069  -0.951  -0.595  0.202
H  -1.714  -1.314  2.283  0.135
H  -2.430  -1.463  0.738  0.100
H  0.234  0.470  2.323  0.045
H  1.360  0.187  0.994  0.189
H  0.665  -0.370  -0.856  0.062
H  -0.459  -1.714  -1.168  0.116
H  -3.690  -2.827  -2.352  0.070
H  -2.564  -1.744  -2.195  0.008
O  -2.971  -2.551  -1.750  -0.104
H  1.089  3.120  0.900  -0.019
H  1.616  4.475  0.616  0.063
O  1.941  3.563  0.788  -0.077
H  3.287  -3.796  0.733  0.062
H  2.857  -2.333  0.358  -0.088
O  2.799  -2.988  0.958  -0.013
H  -2.853  1.038  -0.493  0.043
H  -4.170  1.337  -1.076  0.020
O  -3.267  1.461  -1.287  -0.048
H  -1.821  4.133  1.255  0.046
H  -1.128  2.831  0.892  0.029
O  -0.962  3.745  1.151  -0.037
H  1.087  2.381  3.343  0.048
H  1.321  1.645  4.806  0.058
O  0.812  1.831  4.055  0.010
H  -1.042  -4.474  0.369  0.042
H  -2.016  -3.703  -0.604  0.048
O  -1.277  -3.594  0.078  -0.090
H  -0.923  -0.368  -2.828  0.011
H  -2.195  0.298  -3.366  0.071
O  -1.893  -0.342  -2.722  -0.071
H  0.793  -1.060  -4.119  0.089
H  1.608  -0.769  -2.783  -0.015
O  0.770  -0.900  -3.170  -0.020
H  3.377  2.541  -2.478  0.059
H  3.887  2.265  -1.183  0.067
O  3.684  1.765  -2.000  -0.053
H  3.080  -0.056  -1.818  0.069
H  3.968  -1.218  -1.303  0.055
O  3.039  -1.021  -1.414  -0.095
H  -0.572  0.834  3.860  -0.015
H  -2.005  0.940  4.207  0.074
O  -1.438  0.557  3.511  -0.090